No. 1
91
Properties=species:S:1:pos:R:3 method="wB97M-V/def2-TZVPD" gap_ev="5.52 / 6.52" total_charge=-1 largest_force_ev_per_a=2.8 energy_ha=-3718.39389 multiplicity=2
Ti 0.17 -0.50 -0.36
O 1.15 -1.08 1.09
C 1.33 -2.34 1.38
C 1.49 -2.76 2.71
C 1.63 -4.09 3.04
C 1.62 -5.07 2.05
C 1.51 -4.69 0.73
C 1.39 -3.34 0.36
C 1.43 -2.98 -1.03
N 1.53 -1.76 -1.44
C 1.66 -1.53 -2.87
C 0.76 -0.33 -3.20
N -0.36 -0.45 -2.29
C -1.54 -0.70 -2.76
C -2.67 -1.04 -1.93
C -3.98 -1.03 -2.42
C -5.05 -1.31 -1.60
C -4.84 -1.62 -0.26
C -3.55 -1.71 0.24
C -2.45 -1.44 -0.58
O -1.22 -1.60 -0.12
H 1.52 -2.00 3.48
H 1.73 -4.37 4.08
H 1.72 -6.12 2.31
H 1.54 -5.43 -0.06
H 1.42 -3.80 -1.75
H 1.32 -2.40 -3.44
H 2.71 -1.33 -3.11
H 0.45 -0.35 -4.25
H 1.28 0.61 -3.00
H -1.71 -0.64 -3.84
H -4.14 -0.77 -3.46
H -6.06 -1.26 -1.99
H -5.68 -1.80 0.40
H -3.36 -1.98 1.27
C 1.52 5.82 0.54
C 0.66 4.69 -0.04
C 0.69 4.74 -1.57
C -0.76 4.73 0.46
C -1.45 5.94 0.45
C -2.75 6.04 0.92
C -3.38 4.92 1.42
C -2.73 3.69 1.45
C -3.45 2.48 2.03
C -4.65 2.07 1.16
C -3.87 2.75 3.48
C -1.43 3.60 0.95
N -0.79 2.29 1.02
C -0.26 2.03 2.30
C 0.39 3.05 3.01
C 0.85 2.86 4.30
C 0.63 1.66 4.96
C -0.07 0.66 4.31
C -0.48 0.85 3.01
F -1.28 -0.10 2.49
H 2.56 5.63 0.28
H 1.44 5.87 1.63
H 1.23 6.79 0.13
H 1.11 3.74 0.24
H 0.32 5.70 -1.94
H 0.07 3.95 -1.99
H 1.71 4.58 -1.91
H -0.95 6.83 0.07
H -3.26 7.00 0.91
H -4.39 5.00 1.79
H -2.76 1.64 2.04
H -5.38 2.88 1.10
H -5.13 1.19 1.59
H -4.30 1.82 0.16
H -4.62 3.54 3.54
H -3.00 3.06 4.07
H -4.29 1.85 3.92
H 0.55 4.00 2.52
H 1.36 3.67 4.81
H 0.97 1.52 5.98
H -0.33 -0.27 4.80
S -1.92 1.96 -1.25
C -0.93 1.38 -0.04
C 5.63 4.03 -2.56
C 5.17 2.67 -2.12
C 5.99 1.55 -2.22
C 5.40 0.34 -1.90
N 4.15 0.22 -1.47
C 3.46 1.37 -1.29
S 1.93 1.36 -0.52
N 3.94 2.59 -1.66
H 6.71 4.06 -2.71
H 5.33 4.77 -1.82
H 5.14 4.28 -3.50
H 7.02 1.61 -2.54
H 5.95 -0.60 -2.00



No. 2
99
Properties=species:S:1:pos:R:3 method="wB97M-V/def2-TZVPD" gap_ev=9.37 largest_force_ev_per_a=6.0 energy_ha=-6134.04847 multiplicity=1
O -26.74 25.51 -9.26
C -26.59 25.84 -10.46
O -25.43 26.31 -11.12
C -25.70 26.37 -12.55
C -27.14 26.48 -12.45
F -27.79 26.03 -13.51
O -27.55 25.75 -11.36
H -25.32 27.24 -13.09
H -25.38 25.46 -13.06
H -27.59 27.45 -12.27
O -16.86 30.87 0.23
S -15.71 30.37 1.08
O -15.57 29.00 1.52
O -14.21 30.83 0.52
C -13.77 32.08 0.96
C -14.83 32.54 2.03
O -15.43 31.30 2.44
H -12.77 31.92 1.35
H -13.74 32.80 0.15
H -15.60 33.20 1.63
H -14.36 33.23 2.74
O -30.04 16.15 -5.34
S -29.86 17.58 -5.17
O -30.93 18.48 -5.67
O -29.35 17.85 -3.62
C -27.99 18.12 -3.53
C -27.65 18.74 -4.86
O -28.43 18.10 -5.83
H -28.05 18.78 -2.66
H -27.36 17.23 -3.46
H -26.58 18.76 -5.03
H -27.98 19.77 -5.02
O -24.58 24.40 -1.02
S -23.37 25.07 -1.46
O -22.53 25.59 -0.39
O -22.45 24.16 -2.55
C -21.81 25.08 -3.38
C -22.62 26.33 -3.54
O -23.78 26.18 -2.68
H -20.89 25.30 -2.83
H -21.50 24.64 -4.33
H -22.89 26.55 -4.57
H -22.20 27.20 -3.04
O -17.91 19.62 -4.06
S -17.19 18.99 -2.93
O -16.95 17.54 -2.89
O -15.79 19.93 -2.57
C -16.16 21.02 -1.75
C -17.18 20.38 -0.72
O -17.87 19.47 -1.55
H -15.27 21.57 -1.44
H -16.64 21.60 -2.53
H -17.87 21.10 -0.27
H -16.64 19.83 0.05
O -23.52 33.46 -7.79
S -23.68 34.39 -6.65
O -24.13 33.79 -5.37
O -22.40 35.39 -6.41
C -22.37 36.50 -7.29
C -23.93 36.94 -7.22
O -24.66 35.70 -7.01
H -21.69 37.22 -6.84
H -22.04 36.36 -8.32
H -24.21 37.35 -8.19
H -24.12 37.70 -6.46
O -15.31 25.96 -7.57
S -15.90 27.27 -7.85
O -17.30 27.38 -8.32
O -15.82 28.27 -6.50
C -15.51 29.60 -6.93
C -14.89 29.63 -8.36
O -14.96 28.30 -8.79
H -16.40 30.22 -6.85
H -14.77 29.97 -6.22
H -13.84 29.93 -8.31
H -15.46 30.19 -9.10
O -18.17 22.83 8.99
S -17.49 24.09 8.84
O -16.01 24.00 8.81
O -17.96 24.84 7.46
C -18.76 25.93 7.55
C -18.75 26.31 9.12
O -18.11 25.34 9.85
H -18.27 26.80 7.12
H -19.72 25.63 7.14
H -19.67 26.75 9.49
H -18.14 27.22 9.07
C -28.60 26.81 4.83
N -27.49 27.34 5.60
C -26.57 28.26 5.23
C -26.29 28.84 3.86
O -25.92 28.70 6.10
H -28.99 27.50 4.08
H -29.35 26.45 5.53
H -28.25 25.89 4.35
H -27.34 27.15 6.58
H -25.21 28.92 3.70
H -26.57 29.87 4.03
H -27.01 28.54 3.10



No. 3
45
Properties=species:S:1:pos:R:3 method="wB97M-V/def2-TZVPD" gap_ev=8.41 largest_force_ev_per_a=2.9 energy_ha=-1186.77241 multiplicity=1
C -3.05 -1.12 0.99
C -3.25 0.05 1.99
C -3.34 -0.57 3.39
N -4.45 0.68 1.63
C -4.58 1.93 1.97
N -5.81 2.57 1.74
N -3.68 2.68 2.66
C -2.45 2.28 2.51
N -1.42 3.03 2.97
N -2.14 1.05 1.91
C -0.90 0.76 1.22
C -0.57 1.54 0.13
C 0.50 1.28 -0.70
C 1.32 0.19 -0.36
C 2.44 -0.19 -1.19
C 3.31 -0.59 -1.92
Si 4.33 -1.42 -3.12
C 5.19 -2.92 -2.42
C 5.51 -0.18 -3.93
C 3.07 -2.06 -4.33
C 1.05 -0.55 0.80
C -0.05 -0.31 1.56
H -2.92 -0.84 -0.04
H -2.13 -1.65 1.23
H -3.90 -1.79 1.11
H -4.20 -1.23 3.40
H -3.52 0.18 4.12
H -2.44 -1.11 3.62
H -5.94 3.47 2.18
H -6.64 2.03 1.69
H -0.48 2.82 2.68
H -1.55 3.93 3.39
H -1.26 2.32 -0.20
H 0.72 1.85 -1.54
H 5.76 -2.54 -1.57
H 5.89 -3.38 -3.13
H 4.46 -3.66 -2.07
H 6.30 0.06 -3.24
H 4.92 0.70 -4.09
H 5.93 -0.50 -4.88
H 2.42 -1.28 -4.75
H 2.46 -2.82 -3.85
H 3.60 -2.52 -5.15
H 1.75 -1.28 1.14
H -0.26 -0.91 2.46



No. 4
24
Properties=species:S:1:pos:R:3 method="wB97M-V/def2-TZVPD" gap_ev=9.22 largest_force_ev_per_a=2.6 energy_ha=-749.49916 multiplicity=1
C 0.55 -0.69 -2.53
C 0.70 -1.14 -1.09
C 1.43 -0.39 -0.20
C 1.67 -0.81 1.11
C 1.08 -1.99 1.53
C 0.30 -2.72 0.65
C 0.10 -2.31 -0.66
H -0.50 -0.77 -2.85
H 1.11 -1.36 -3.17
H 0.80 0.37 -2.65
H 1.91 0.54 -0.51
H 2.24 -0.20 1.79
H 1.17 -2.30 2.56
H -0.09 -3.66 0.99
H -0.55 -2.87 -1.33
C -1.42 1.64 -0.60
S -1.19 3.30 0.21
C -1.29 2.80 1.95
H -2.47 1.45 -0.57
H -1.00 1.85 -1.58
H -0.72 1.04 -0.04
H -1.64 1.79 2.06
H -1.90 3.52 2.51
H -0.30 2.90 2.41